# 1
The following is a DFT calculation (ωB97M-V/def2-TZVPD) of one molecule with the formula C15H20N2O5S2.

Last column: natural (NBO) charge in e.
Atoms and positions in Å:
C1 -3.01 -2.65 -0.18  -0.243
O1 -1.65 -2.59 -0.52  -0.555
C2 -0.80 -2.74 0.60  -0.063
C3 0.64 -2.89 0.13  -0.424
C4 1.18 -1.60 -0.49  -0.237
N1 1.16 -0.49 0.45  -0.672
C5 2.23 -0.44 1.44  -0.267
C6 3.57 -0.24 0.82  -0.239
C7 4.46 -1.20 0.42  -0.257
C8 5.60 -0.65 -0.21  -0.265
C9 5.56 0.70 -0.28  -0.408
S1 4.12 1.34 0.41  0.485
S2 0.86 0.98 -0.31  2.339
O2 1.53 1.07 -1.58  -0.938
O3 1.07 2.01 0.66  -0.940
C10 -0.88 0.83 -0.63  -0.440
C11 -1.46 0.56 -1.85  0.030
N2 -2.79 0.52 -1.68  -0.464
C12 -3.09 0.74 -0.36  -0.023
C13 -4.48 0.72 0.07  0.764
O4 -5.41 0.51 -0.69  -0.611
O5 -4.62 0.94 1.38  -0.494
C14 -5.96 0.95 1.87  -0.260
C15 -1.90 0.94 0.32  -0.192
H1 -3.28 -1.89 0.55  0.165
H2 -3.26 -3.64 0.23  0.166
H3 -3.57 -2.49 -1.10  0.192
H4 -0.89 -1.87 1.26  0.177
H5 -1.10 -3.64 1.16  0.167
H6 0.69 -3.68 -0.62  0.222
H7 1.26 -3.18 0.98  0.202
H8 0.54 -1.31 -1.32  0.225
H9 2.19 -1.76 -0.88  0.208
H10 1.98 0.40 2.09  0.248
H11 2.20 -1.37 2.02  0.217
H12 4.31 -2.25 0.58  0.217
H13 6.41 -1.25 -0.59  0.222
H14 6.28 1.37 -0.69  0.234
H15 -0.98 0.43 -2.80  0.237
H16 -3.49 0.34 -2.38  0.440
H17 -6.54 1.73 1.37  0.196
H18 -5.89 1.14 2.93  0.199
H19 -6.43 -0.02 1.68  0.194
H20 -1.79 1.15 1.36  0.249

Output
* SMILES: COCCCN(Cc1cccs1)S(=O)(=O)c1c[nH]c(C(=O)OC)c1
* M: 372.5 Da
* E_LUMO: 0.63 eV
* relative energy (zero: lowest compared OMol25 entry of this formula, charge and spin): 78.2 kJ/mol
* orbital gap: 9.35 eV

# 2
The following is a DFT calculation (ωB97M-V/def2-TZVPD) of C15H20N2OZn as an isolated structure.

Last column: natural (NBO) charge in e.
Atoms and positions in Å:
C1 -0.18 3.15 -0.02  -0.719
C2 1.33 2.97 0.33  -0.765
H1 -0.35 3.05 -1.09  0.261
H2 -0.56 4.14 0.27  0.260
H3 -0.88 2.50 0.55  0.218
H4 1.81 2.13 -0.26  0.242
H5 1.89 3.89 0.02  0.278
H6 1.46 2.90 1.42  0.232
C3 -1.93 0.83 -1.81  0.040
C4 -2.54 0.15 -2.87  -0.325
C5 -1.98 -1.07 -3.26  -0.251
C6 -0.83 -1.53 -2.61  -0.192
H7 -2.35 1.79 -1.47  0.184
H8 -3.43 0.56 -3.36  0.216
H9 -2.43 -1.67 -4.05  0.209
H10 -0.41 -2.49 -2.85  0.205
N1 -0.81 0.40 -1.17  -0.770
C7 -0.25 -0.79 -1.56  0.057
C8 0.90 -1.29 -0.79  0.048
N2 1.35 -0.51 0.23  -0.822
C9 2.31 -0.97 1.06  0.036
C10 2.48 -3.01 -0.17  -0.266
C11 2.89 -2.23 0.90  -0.325
H11 2.63 -0.32 1.88  0.173
H12 3.64 -2.56 1.61  0.212
C12 1.49 -2.53 -1.01  -0.177
H13 1.11 -3.13 -1.80  0.206
H14 2.90 -3.99 -0.33  0.209
Zn1 0.31 1.14 0.50  1.700
C13 0.01 0.78 2.59  -1.018
H15 1.07 1.15 2.68  0.263
H16 0.09 -0.17 3.18  0.275
H17 -0.60 1.54 3.11  0.247
C14 -1.58 -1.24 1.70  -0.725
C15 -1.39 0.23 1.80  0.473
O1 -2.25 1.09 1.61  -0.628
H18 -1.42 -1.64 0.68  0.269
H19 -2.61 -1.50 1.96  0.247
H20 -0.91 -1.76 2.39  0.220

Output
* M: 309.7 Da
* E_LUMO (spin up / spin down): -0.02 / -0.02 eV
* relative energy (zero: lowest compared OMol25 entry of this formula, charge and spin): 374.4 kJ/mol
* orbital gap (spin up / spin down): 3.85 / 3.86 eV

# 3
The following is a DFT calculation (ωB97M-V/def2-TZVPD) of C15H20N3O3Os as an isolated structure.

Last column: Löwdin charge in e.
Atoms and positions in Å:
Os1 -0.60 0.05 -0.02  1.715
O1 -0.96 0.15 2.31  -0.136
C1 -1.73 -0.94 2.79  -0.130
C2 -2.35 -1.71 1.65  -0.208
C3 -3.21 -2.77 1.94  0.042
C4 -3.78 -3.49 0.91  0.039
C5 -3.48 -3.13 -0.40  0.015
C6 -2.62 -2.08 -0.61  -0.098
N1 -2.04 -1.37 0.38  -0.106
H1 -0.34 0.43 2.99  0.142
H2 -2.53 -0.56 3.44  0.161
H3 -1.12 -1.62 3.39  0.161
H4 -3.42 -3.02 2.97  0.147
H5 -4.43 -4.33 1.11  0.145
H6 -3.92 -3.65 -1.24  0.137
H7 -2.37 -1.78 -1.63  0.106
N2 -0.94 0.49 -2.18  -0.066
C7 -2.06 1.41 -2.42  -0.196
C8 -1.96 2.59 -1.45  -0.218
N3 -2.01 2.10 -0.06  -0.032
H8 -0.07 0.97 -2.44  0.112
H9 -1.01 -0.31 -2.82  0.122
H10 -3.01 0.87 -2.27  0.129
H11 -2.04 1.79 -3.44  0.147
H12 -2.79 3.28 -1.65  0.145
H13 -1.02 3.12 -1.60  0.131
H14 -2.97 1.87 0.21  0.115
H15 -1.68 2.83 0.58  0.117
O2 1.47 -0.56 0.88  -0.019
C9 1.99 0.34 0.17  -0.546
O3 1.19 1.07 -0.49  -0.130
C10 3.45 0.52 0.05  -0.037
C11 3.99 1.57 -0.70  0.063
C12 5.36 1.70 -0.86  0.051
C13 6.25 0.88 -0.17  0.107
C14 5.71 -0.18 0.56  0.050
C15 4.34 -0.32 0.73  0.073
H16 3.32 2.32 -1.10  0.141
H17 5.76 2.43 -1.56  0.150
H18 7.31 1.02 -0.26  0.162
H19 6.39 -0.93 0.95  0.150
H20 3.93 -1.06 1.42  0.147

Output
* multiplicity: 5
* <S²>: 6.034
* total charge: +3
* M: 480.6 Da
* E_LUMO (spin up / spin down): -9.85 / -13.68 eV
* relative energy (zero: lowest compared OMol25 entry of this formula, charge and spin): 51.9 kJ/mol
* orbital gap (spin up / spin down): 8.60 / 5.19 eV

# 4
The following is a DFT calculation (ωB97M-V/def2-TZVPD) of a 2-piece molecular cluster, C15H20N4 overall.

Last column: natural (NBO) charge in e.
Atoms and positions in Å:
C1 4.31 -0.69 2.01  -0.392
N1 3.51 0.38 2.56  -0.503
C2 3.95 0.87 3.85  -0.392
C3 2.37 0.89 1.89  0.198
C4 1.06 0.39 2.11  -0.213
C5 -0.04 0.85 1.40  -0.203
C6 0.09 1.79 0.34  -0.035
C7 -1.07 2.30 -0.42  -0.028
C8 -2.21 2.61 0.28  -0.316
C9 -3.37 3.15 -0.33  0.276
N2 -4.34 3.59 -0.82  -0.284
C10 -2.31 2.54 1.70  0.267
N3 -2.46 2.50 2.86  -0.276
C11 1.37 2.35 0.17  -0.192
C12 2.47 1.93 0.92  -0.228
H1 3.91 -1.01 1.05  0.209
H2 5.36 -0.40 1.86  0.181
H3 4.33 -1.57 2.67  0.181
H4 3.30 1.68 4.19  0.211
H5 3.95 0.09 4.62  0.181
H6 4.98 1.27 3.81  0.181
H7 0.93 -0.40 2.86  0.224
H8 -1.01 0.46 1.66  0.226
H9 -1.01 2.53 -1.48  0.276
H10 1.48 3.18 -0.53  0.215
H11 3.45 2.39 0.76  0.222
C13 -1.59 0.12 -3.05  -0.428
N4 -1.20 1.50 -3.42  -0.450
C14 -0.14 1.40 -4.45  -0.421
C15 -2.34 2.19 -4.06  -0.428
H12 -2.38 0.12 -2.28  0.205
H13 -1.97 -0.41 -3.95  0.174
H14 -0.73 -0.44 -2.66  0.205
H15 0.16 2.39 -4.81  0.203
H16 0.75 0.88 -4.08  0.203
H17 -0.53 0.83 -5.32  0.166
H18 -2.01 3.16 -4.46  0.203
H19 -2.70 1.59 -4.92  0.168
H20 -3.16 2.36 -3.36  0.215

Output
* SMILES: CN(C)c1ccc(C=C(C#N)C#N)cc1.CN(C)C
* M: 256.4 Da
* E_LUMO: -0.83 eV
* relative energy (zero: lowest compared OMol25 entry of this formula, charge and spin): 139.3 kJ/mol
* orbital gap: 7.64 eV